[1]
{"formula": "C2H7N3S", "method": "ωB97M-V/def2-TZVPD", "de_lowest_kj_mol": 190.1, "smiles": "[H]/N=C(/N)N(C)S", "homo_lumo_gap_ev": 9.749, "spin_multiplicity": 1, "max_force_ev_per_a": 5.037, "symbols": ["H", "N", "C", "N", "N", "C", "S", "H", "H", "H", "H", "H", "H"], "positions_angstrom": [[0.1309, -0.2211, 2.2085], [-0.0371, 0.7803, 1.9563], [-0.2281, 0.7657, 0.6224], [-0.2767, 1.8504, -0.2400], [-0.4763, -0.3735, -0.1464], [-0.6183, -1.5260, 0.7183], [0.6688, -0.5633, -1.4087], [-0.1545, 2.8841, 0.0408], [0.2447, 1.7056, -1.0590], [0.3462, -1.8836, 1.1983], [-1.4995, -1.6205, 1.5204], [-0.9708, -2.3942, -0.0203], [1.8105, -0.6975, -0.3841]], "forces_ev_per_a": [[-0.611, 1.242, 0.134], [-0.075, -0.705, -4.004], [0.465, 1.806, 2.938], [-0.383, 3.529, 1.974], [-0.018, -0.768, 1.278], [-1.940, -4.585, -0.766], [1.957, -0.859, 2.440], [-0.181, -2.789, 0.258], [0.348, -0.366, -1.245], [-0.902, 0.471, -0.491], [1.960, 1.288, -1.753], [1.092, 1.574, 1.541], [-1.713, 0.162, -2.304]], "nbo_charge": [0.34, -0.72, 0.56, -0.84, -0.59, -0.47, 0.18, 0.40, 0.39, 0.19, 0.24, 0.22, 0.10]}



[2]
{"formula": "C3H3MgO2", "method": "ωB97M-V/def2-TZVPD", "de_lowest_kj_mol": 0.0, "homo_lumo_gap_ev": [6.861, 7.145], "spin_multiplicity": 2, "max_force_ev_per_a": 3.604, "charge": 2, "symbols": ["O", "C", "C", "C", "H", "H", "H", "O", "Mg"], "positions_angstrom": [[0.7941, -0.6030, -1.1829], [-0.3104, -0.3972, -0.6614], [-0.0396, 0.6986, 0.3053], [1.0361, 0.6253, 1.1413], [-0.6800, 1.5826, 0.2296], [1.0935, 1.2817, 2.0108], [1.8582, -0.0730, 0.9796], [-1.4196, -0.9054, -0.8929], [-2.3323, -2.2097, -1.9293]], "forces_ev_per_a": [[-1.147, -0.109, -0.210], [3.516, 0.764, 0.204], [-0.549, 0.222, 0.026], [0.215, 0.069, 0.352], [0.142, -0.110, 0.137], [0.047, 0.045, -0.260], [-0.349, -0.030, 0.114], [-2.416, -1.579, -0.884], [0.541, 0.729, 0.521]], "mulliken_spin": [0.42, 0.00, 0.26, 0.26, 0.03, 0.02, 0.02, -0.01, 0.00]}